Computed, not measured: 3 unconnected molecules or ions with the total composition C42H75BN7O12P3S, with wB97M-V/def2-TZVPD.

Summary:
**E_HOMO**: -8.3858 eV
**Gap between HOMO and LUMO**: 7.46 eV
**DFT total energy**: -4378.74311 Ha
**Structure (SMILES)**: [H]/N=C(/C)Cc1c(B(O)O)c(CCCCCCCOC)c(O)c2c1C(=O)c1c(CCCOC(C)=O)cc(P(O)(O)=S)cc1C2=O.CN(C)P(=O)(N(C)C)N(C)C.CN(C)P(=O)(N(C)C)N(C)C
**LUMO level**: -0.0341 Ha
**Total charge**: 0

Geometry (Å):
C  2.7696  -4.3749  -3.2626
O  1.9264  -3.7363  -4.1947
C  2.5755  -2.7905  -5.0208
C  2.3921  -1.3362  -4.5215
C  1.7112  -0.4823  -5.5843
C  1.5630  0.9951  -5.2097
C  0.6975  1.0437  -3.9390
C  0.3431  2.4815  -3.5321
C  -0.1584  2.6186  -2.0506
C  -0.8390  1.3416  -1.6248
C  -2.1465  1.1094  -2.0880
O  -2.7505  2.0704  -2.8676
C  -2.8093  -0.0727  -1.7683
C  -2.1771  -1.0456  -0.9717
C  -0.8967  -0.8106  -0.4737
C  -0.1837  -1.7915  0.4183
C  -0.2929  -1.4407  1.9072
C  -1.5402  -0.7931  2.4456
N  0.6407  -1.7198  2.7204
C  -0.2501  0.3828  -0.8082
B  1.2164  0.6899  -0.2728
O  1.3156  1.3997  0.8926
O  2.3563  0.2724  -0.9621
C  -2.9476  -2.3001  -0.7073
O  -2.4418  -3.3844  -0.5406
C  -4.4467  -2.1658  -0.6899
C  -5.2703  -3.0211  0.0593
C  -4.7511  -4.1647  0.9090
C  -4.8443  -5.5282  0.1900
C  -4.6309  -5.4873  -1.3155
O  -5.9137  -5.5776  -2.0044
C  -5.7724  -5.2054  -3.2976
C  -6.7477  -4.1890  -3.8312
O  -4.8960  -5.6243  -3.9957
C  -6.6528  -2.8531  0.0116
C  -7.2514  -1.8515  -0.7422
P  -9.0328  -1.6775  -0.7396
O  -9.6025  -2.2843  -2.0992
O  -9.3492  -0.1065  -0.6917
S  -9.8705  -2.5004  0.8109
C  -6.4352  -1.0039  -1.4911
C  -5.0682  -1.1795  -1.4655
C  -4.1921  -0.2942  -2.3001
O  -4.6072  0.1562  -3.3358
H  3.8320  -4.2002  -3.4509
H  2.5494  -4.0188  -2.2491
H  2.6064  -5.4547  -3.2611
H  3.6270  -3.0228  -5.2087
H  2.0661  -2.8426  -5.9883
H  3.3569  -0.9276  -4.2034
H  1.7954  -1.4248  -3.6117
H  2.2641  -0.5595  -6.5254
H  0.7300  -0.9406  -5.7462
H  1.0862  1.4920  -6.0563
H  2.5390  1.4197  -4.9614
H  1.2945  0.6048  -3.1426
H  -0.1979  0.4579  -4.1470
H  -0.5242  2.7456  -4.1400
H  1.1530  3.1783  -3.7492
H  -0.9248  3.3898  -2.0889
H  0.6408  2.9261  -1.3750
H  -3.0484  2.7899  -2.2998
H  0.8890  -1.8256  0.2091
H  -0.5434  -2.8115  0.3213
H  -2.4142  -1.3479  2.0930
H  -1.5292  -0.8765  3.5287
H  -1.5427  0.2460  2.1151
H  1.4199  -2.1639  2.2320
H  2.0964  1.9653  0.8986
H  2.7178  1.0310  -1.4391
H  -5.3993  -4.2207  1.7873
H  -3.7566  -3.9263  1.2697
H  -4.0437  -6.1505  0.5947
H  -5.7690  -6.0624  0.4063
H  -4.1090  -4.6060  -1.6718
H  -4.0402  -6.3564  -1.6027
H  -6.2935  -3.1988  -3.8676
H  -7.6423  -4.1830  -3.2086
H  -7.0004  -4.4517  -4.8551
H  -7.2989  -3.5246  0.5641
H  -10.5691  -2.2815  -2.0874
H  -10.1463  0.0003  -0.1535
H  -6.8803  -0.2350  -2.1106
O  -2.5812  1.4873  6.5589
P  -1.5867  1.6716  7.6665
N  -0.2410  0.8168  7.0092
C  0.8796  0.2762  7.7533
C  0.2120  1.2889  5.7026
N  -2.3826  0.7233  8.8710
C  -1.7335  -0.3736  9.5627
C  -3.7784  0.3836  8.6167
N  -0.6675  2.5042  8.8958
C  -1.4602  3.0759  10.0109
C  0.0854  3.6483  8.3187
H  1.5699  1.0443  8.1323
H  1.4568  -0.3850  7.1034
H  0.5705  -0.3407  8.5902
H  0.8485  2.1833  5.7778
H  -0.6312  1.5387  5.0599
H  0.7823  0.5142  5.1864
H  -1.5058  -1.2113  8.8918
H  -2.3784  -0.7460  10.3626
H  -0.8226  -0.0434  10.0653
H  -3.8810  -0.4458  7.9068
H  -4.3268  1.2363  8.2262
H  -4.2655  0.0954  9.5521
H  -2.2580  3.7342  9.6569
H  -0.8016  3.6501  10.6651
H  -1.9026  2.3024  10.6287
H  -0.5741  4.3697  7.8285
H  0.8201  3.3073  7.5891
H  0.6422  4.1652  9.0990
O  5.4450  1.5472  -4.0652
P  6.3181  2.4714  -3.2418
N  6.6757  3.5038  -4.6071
C  7.8402  4.3542  -4.7667
C  5.5153  4.1481  -5.2182
N  7.6217  1.3706  -2.9981
C  8.9617  1.6088  -3.4986
C  7.3011  -0.0483  -3.1164
N  7.0303  3.6485  -2.1529
C  7.4313  3.1281  -0.8212
C  6.0866  4.7606  -1.8653
H  7.8324  5.2435  -4.1187
H  7.8880  4.7088  -5.7990
H  8.7726  3.8270  -4.6014
H  5.1901  5.0429  -4.6670
H  4.6698  3.4634  -5.2690
H  5.7401  4.4529  -6.2421
H  9.0031  1.5915  -4.5944
H  9.6431  0.8426  -3.1209
H  9.3646  2.5521  -3.1273
H  7.2313  -0.3704  -4.1620
H  6.3611  -0.2835  -2.6232
H  8.0733  -0.6451  -2.6248
H  6.6088  2.6225  -0.3088
H  7.7718  3.9556  -0.1965
H  8.2657  2.4387  -0.8928
H  5.1513  4.4034  -1.4256
H  5.8471  5.3176  -2.7701
H  6.5411  5.4711  -1.1768

Here are the Löwdin charges for atoms 1 to 2, given in e:
1. C -0.1147
2. O -0.1810